Entry 1:
A structure of composition C42H37HfN7O6PS at a distorted geometry, computed with wB97M-V/def2-TZVPD.

## Properties
E = -88302.5705 eV
Frontier orbital gap = 8.16 eV
Net charge = +1
F_max = 0.034 Eh/bohr

Geometry (Å):
Hf  -0.11390  -1.69141  0.30424
N  -1.30992  -5.99896  -0.05338
C  -0.84256  -4.78230  0.31165
S  0.14187  -3.92939  -0.84582
N  -1.20682  -4.34475  1.48702
N  -0.68274  -3.12008  1.85015
C  -0.63624  -2.89163  3.12096
C  0.16798  -1.85122  3.70758
C  0.11049  -1.63622  5.09484
C  1.03262  -0.83973  5.73114
C  2.06486  -0.26578  4.98628
C  2.14175  -0.45712  3.62385
C  1.19152  -1.23295  2.94568
O  1.29739  -1.43488  1.64209
H  -0.90465  -6.42883  -0.86586
H  -1.67131  -6.59681  0.67215
H  -1.09396  -3.61961  3.78788
H  -0.67227  -2.12475  5.66314
H  0.97255  -0.67677  6.79810
H  2.81578  0.33404  5.48379
H  2.94346  -0.00712  3.05192
O  -4.70683  -1.10216  -3.64658
C  -5.01667  -2.12734  -2.87544
O  -5.96345  -2.83986  -3.07991
C  -4.13937  -2.38153  -1.69192
C  -4.42424  -3.32552  -0.72544
N  -3.43437  -3.28654  0.17382
N  -2.50197  -2.39232  -0.14106
C  -2.91657  -1.82765  -1.27454
C  -2.07788  -0.71488  -1.78722
O  -2.43316  -0.00940  -2.71807
O  -0.98771  -0.54600  -1.11562
H  -3.89912  -0.61761  -3.35530
H  -5.27443  -3.98243  -0.65027
H  -3.26867  -3.88348  0.97396
C  4.64412  1.51159  -3.10656
N  4.07007  0.62724  -2.11482
N  2.85941  0.00679  -2.28319
C  2.50669  -0.59055  -1.10694
O  1.44314  -1.28559  -1.03505
C  3.53446  -0.31570  -0.18522
C  4.47248  0.44430  -0.84344
C  5.76187  0.99324  -0.35079
C  2.30012  -0.28252  -3.56239
C  3.11774  -0.76119  -4.58077
C  2.56603  -1.06539  -5.81406
C  1.20272  -0.91239  -6.02431
C  0.38998  -0.46498  -4.99308
C  0.93328  -0.14746  -3.75827
H  3.87628  1.80463  -3.81695
H  5.45862  1.03065  -3.64949
H  5.02969  2.40359  -2.61657
H  3.56739  -0.68157  0.82272
H  5.94661  0.63991  0.66013
H  5.75356  2.08496  -0.33924
H  6.58810  0.66904  -0.98458
H  4.17324  -0.92156  -4.40222
H  3.20574  -1.43996  -6.60168
H  0.77570  -1.15911  -6.98693
H  -0.67644  -0.36029  -5.14329
H  0.30187  0.18164  -2.94646
C  -0.86291  3.91653  4.72112
C  -0.60275  2.57629  4.94846
C  -0.50109  1.69733  3.87788
C  -0.64485  2.15837  2.57553
C  -0.91472  3.50853  2.35219
C  -1.02630  4.37978  3.42051
P  -0.59228  0.99254  1.14991
C  -2.38699  1.14060  0.77929
C  -3.00703  2.12525  0.01908
C  -4.38557  2.11371  -0.14031
C  -5.15634  1.13202  0.46475
C  -4.55122  0.17530  1.26571
C  -3.17477  0.18436  1.42301
C  0.36473  2.01511  -0.03238
C  1.58165  2.50426  0.45205
C  2.40303  3.27554  -0.35228
C  2.02360  3.55550  -1.65849
C  0.82998  3.05380  -2.15382
C  -0.00017  2.28544  -1.34801
H  -0.94120  4.60375  5.55322
H  -0.47950  2.20751  5.95878
H  -0.30684  0.64836  4.05827
H  -1.03290  3.88331  1.34365
H  -1.24418  5.42428  3.24000
H  -2.42579  2.89927  -0.46482
H  -4.86059  2.88099  -0.73736
H  -6.22832  1.11816  0.31864
H  -5.15067  -0.57689  1.76354
H  -2.69367  -0.54302  2.07181
H  1.86980  2.28721  1.47487
H  3.33290  3.66257  0.04649
H  2.65263  4.17091  -2.29005
H  0.53911  3.26214  -3.17581
H  -0.93065  1.90483  -1.74577

---

Entry 2:
The molecule CHOPS at a distorted geometry, computed with wB97M-V/def2-TZVPD.

## Properties
E = -23223.1194 eV
Frontier orbital gap = 7.42 eV
F_max = 0.076 Eh/bohr

Geometry (Å):
C  -0.71205  0.29301  -0.10656
O  -0.64708  0.92750  0.95826
P  1.18267  0.17281  -0.59470
S  1.78468  -1.35615  0.35828
H  -1.60823  -0.03717  -0.61527

---

Entry 3:
The molecule C6H10, computed with wB97M-V/def2-TZVPD.

## Properties
E = -6383.7507 eV
Frontier orbital gap = 9.92 eV
F_max = 0.009 Eh/bohr

Geometry (Å):
C  2.20475  0.16890  0.20599
C  0.72317  0.16662  -0.01330
C  -0.09266  1.20704  -0.21486
C  -1.54547  0.78014  -0.28514
C  -1.47867  -0.65715  0.27151
C  -0.07997  -1.13201  -0.09553
H  2.67196  -0.54753  -0.47655
H  2.67238  1.14987  0.06011
H  2.44096  -0.16121  1.22746
H  0.21764  2.24561  -0.34575
H  -2.19356  1.43159  0.31374
H  -1.92847  0.80328  -1.31544
H  -1.53090  -0.60533  1.36653
H  -2.22374  -1.36896  -0.10047
H  -0.07820  -1.50300  -1.13490
H  0.22077  -1.97784  0.53660

---

Entry 4:
The molecule C5H8O, computed with wB97M-V/def2-TZVPD.

## Properties
E = -7359.5445 eV
Frontier orbital gap = 10.45 eV
F_max = 0.010 Eh/bohr

Geometry (Å):
C  1.72895  -0.22689  -0.44478
C  0.33039  0.02760  0.02105
C  -0.78652  0.85963  -0.64422
C  -1.22931  0.44450  0.76684
C  -0.72705  -0.98504  0.50370
O  0.10693  0.79807  1.26426
H  2.22469  0.70667  -0.72629
H  1.69904  -0.88434  -1.31993
H  2.31050  -0.71762  0.34139
H  -0.56216  1.92230  -0.76376
H  -1.30139  0.42431  -1.50613
H  -2.08641  0.78348  1.35236
H  -0.45446  -1.55313  1.39649
H  -1.23222  -1.58692  -0.25887

---

Entry 5:
A structure of composition C21H19Cl2InN3O7S2, computed with wB97M-V/def2-TZVPD.

## Properties
E = -92782.2463 eV
Frontier orbital gap = 7.54 eV
Net charge = -1
F_max = 0.007 Eh/bohr

Geometry (Å):
In  0.36080  -0.08591  0.57962
C  -3.11059  -3.34168  2.06469
O  -1.85245  -3.99776  1.98016
C  -1.33780  -4.02028  0.69773
C  -1.20173  -5.23699  0.07270
C  -0.68339  -5.32505  -1.22107
C  -0.33327  -4.16277  -1.86848
C  -0.43737  -2.91140  -1.24708
C  -0.11697  -1.74473  -2.05079
N  0.09513  -0.58441  -1.56585
N  0.25184  0.47633  -2.43658
C  0.14929  1.60159  -1.77883
O  -0.06422  1.73571  -0.51285
C  0.28721  2.86137  -2.56679
C  0.46387  4.06567  -1.89293
C  0.57538  5.25313  -2.60282
C  0.50916  5.24407  -3.98843
C  0.33571  4.04168  -4.66385
C  0.22697  2.85474  -3.95790
C  -0.92281  -2.80555  0.08552
O  -1.05412  -1.69056  0.74706
H  -3.45153  -3.44452  3.09502
H  -3.83732  -3.82351  1.40197
H  -3.02034  -2.28632  1.80473
H  -1.51103  -6.12253  0.61543
H  -0.57643  -6.28595  -1.70605
H  0.04363  -4.19942  -2.88484
H  -0.09941  -1.85432  -3.13634
H  0.52026  4.05318  -0.81211
H  0.71901  6.18552  -2.07115
H  0.59531  6.17061  -4.54284
H  0.28404  4.03147  -5.74565
H  0.09429  1.90952  -4.46577
Cl  -3.58967  1.74677  0.33732
C  -2.90972  3.35211  0.04640
Cl  -2.45301  4.16519  1.55384
H  -3.65829  3.95738  -0.44960
H  -2.00902  3.22543  -0.53886
O  4.20791  -1.11536  0.38178
S  3.05822  -0.69032  1.13069
O  3.31819  -0.57900  2.58848
O  2.47288  0.60947  0.62520
O  1.86755  -1.63822  0.97380
S  -0.33102  0.76942  2.85315
C  -0.12217  -0.76229  3.64821
N  1.07978  -1.36461  3.64918
C  1.29746  -2.57936  4.17099
C  0.29425  -3.26140  4.80376
C  -0.95997  -2.65324  4.87578
C  -1.16764  -1.41870  4.30899
H  1.92731  -0.93405  3.14302
H  2.30113  -2.95619  4.03384
H  0.47492  -4.24590  5.20753
H  -1.78232  -3.16944  5.35478
H  -2.13869  -0.94670  4.31253

---

Entry 6:
A structure of composition C36H61BrN6O3OsPSeTe, computed with wB97M-V/def2-TZVPD.

## Properties
E = -207821.1697 eV
Frontier orbital gap (alpha / beta) = 6.58 / 6.64 eV
Net charge = +3
F_max = 0.014 Eh/bohr

Geometry (Å):
Os  0.52972  -0.09624  2.13459
C  -1.22565  -1.56325  5.99124
N  -1.72344  -2.66789  5.18395
C  -2.68553  -3.54732  5.62995
C  -2.79688  -4.51769  4.69928
N  -1.90950  -4.21500  3.69165
C  -1.67819  -5.09331  2.54554
C  -1.27025  -3.07202  3.98727
Se  0.20150  -2.38028  2.98293
H  -0.91235  -1.94806  6.95939
H  -2.00798  -0.81940  6.12802
H  -0.37481  -1.12903  5.48434
H  -3.18070  -3.41693  6.57629
H  -3.41478  -5.39808  4.66902
H  -1.66987  -6.12039  2.90074
H  -0.71487  -4.85956  2.10234
H  -2.46598  -4.96471  1.80740
Br  -3.20525  -2.31847  1.10630
C  -2.12067  0.57761  0.78556
C  -3.35941  1.14381  0.56631
C  -3.80713  2.12966  1.43042
C  -2.98403  2.50391  2.47654
C  -1.77242  1.86124  2.64211
N  -1.32461  0.89171  1.82548
H  -3.97834  0.79991  -0.24679
H  -4.78017  2.58179  1.29273
H  -3.27674  3.27343  3.17695
H  -1.12473  2.12686  3.45836
O  0.93463  0.91042  0.24751
P  1.27319  1.05849  -1.22043
N  1.01209  -0.46627  -1.87788
C  0.92966  -0.62815  -3.36637
C  1.80834  -1.83139  -3.69783
C  1.77491  -2.65664  -2.41520
C  1.80421  -1.60275  -1.31410
N  2.75038  1.57200  -1.67449
C  3.96627  0.77444  -1.94775
C  4.91915  1.79929  -2.54553
C  4.62536  3.05320  -1.72785
C  3.10756  3.01607  -1.54940
N  0.17735  2.11628  -1.84008
C  0.30037  2.65931  -3.22500
C  -0.10968  4.12607  -3.11340
C  -1.06855  4.12709  -1.92687
C  -0.41501  3.15805  -0.95233
H  1.25530  0.27644  -3.87594
H  -0.11051  -0.81523  -3.63600
H  2.82742  -1.52163  -3.93015
H  1.42805  -2.37651  -4.55927
H  2.60308  -3.35734  -2.32915
H  0.84430  -3.22488  -2.36311
H  2.82829  -1.30470  -1.08362
H  1.35186  -1.95799  -0.38384
H  3.74761  -0.03651  -2.63808
H  4.38026  0.35567  -1.02374
H  4.67429  1.96268  -3.59652
H  5.95665  1.47857  -2.48474
H  4.94523  3.96734  -2.22272
H  5.13470  3.00004  -0.76528
H  2.61522  3.58008  -2.34082
H  2.78429  3.42377  -0.59079
H  -0.37884  2.11619  -3.88224
H  1.31239  2.53066  -3.60908
H  -0.56437  4.48821  -4.03287
H  0.75409  4.75713  -2.89980
H  -2.04633  3.74822  -2.23240
H  -1.21085  5.11188  -1.48642
H  -1.12864  2.71438  -0.25798
H  0.35951  3.66083  -0.36541
C  3.33062  -1.01390  3.40832
O  2.54053  -0.92518  2.18846
H  4.38485  -1.03237  3.14102
H  3.05862  -1.90859  3.96429
H  3.10719  -0.12380  3.98442
H  2.73911  -1.69548  1.64400
C  -4.07703  -2.54857  -5.88471
C  -3.49495  -2.16933  -4.55695
C  -2.96425  -3.12351  -3.69961
C  -2.41227  -2.79338  -2.46789
C  -1.91175  -3.94370  -1.62599
C  -2.41799  -1.43711  -2.09268
Te  -1.41562  -1.14829  -0.24599
C  -2.92082  -0.43801  -2.93886
C  -2.94431  1.03180  -2.63135
C  -3.45806  -0.83829  -4.15377
H  -4.12539  -3.62793  -6.00852
H  -3.47352  -2.13800  -6.69588
H  -5.08313  -2.14306  -5.99379
H  -2.98294  -4.16714  -3.99219
H  -2.74713  -4.42210  -1.11229
H  -1.17517  -3.67963  -0.86207
H  -1.44408  -4.69124  -2.26523
H  -2.22360  1.32014  -1.86811
H  -3.94388  1.34407  -2.32305
H  -2.71069  1.59957  -3.53024
H  -3.86135  -0.07753  -4.81323
C  0.47683  1.46297  5.19230
C  1.17909  2.38423  4.23017
O  1.64434  1.67992  3.04453
C  2.48127  2.58227  2.25857
C  3.63890  1.86571  1.61348
H  -0.10041  2.05409  5.90462
H  1.19455  0.86629  5.75552
H  -0.20458  0.78981  4.67436
H  2.06589  2.79908  4.70982
H  0.56185  3.23024  3.91441
H  2.89019  3.30797  2.96116
H  1.84065  3.11611  1.55347
H  4.30139  1.45177  2.37277
H  4.21683  2.60002  1.05394
H  3.32002  1.07499  0.94185